Entry 1:
C8H12N2OS | wB97M-V/def2-TZVPD

Geometry as XYZ:
```
24
C8H12N2OS, DFT wB97M-V/def2-TZVPD
C 1.397 2.443 -0.025
C 0.927 2.322 -1.317
C 1.671 1.301 0.762
C 0.853 1.062 -1.929
C 1.532 0.061 0.176
C 1.199 -0.098 -1.182
C 1.886 -1.124 1.031
C -4.078 -1.136 -0.888
N -1.284 0.435 2.051
N -3.173 -1.009 0.016
O -1.981 2.024 0.209
S -1.453 0.699 0.520
H 1.252 3.384 0.527
H 0.595 3.136 -1.973
H 1.944 1.469 1.837
H 0.389 0.966 -2.855
H 2.337 -0.879 2.058
H 0.835 -1.496 1.436
H 2.476 -2.034 0.630
H -5.165 -1.316 -0.850
H 1.118 -1.066 -1.807
H -3.513 -0.965 -1.810
H -0.500 -0.208 2.202
H -3.422 -1.081 1.096
```

Properties
HOMO-LUMO gap in hartree: 0.3264
Largest force on an atom in eV/Å: 3.64
Multiplicity: 1

Results of the Mulliken charge analysis, in e, for atoms 1 through 5: -0.34, -0.50, -0.15, -0.41, 0.61

***

Entry 2:
C29H35F5NO4PS3SiTeW | wB97M-V/def2-TZVPD

Geometry as XYZ:
```
81
C29H35F5NO4PS3SiTeW, DFT wB97M-V/def2-TZVPD
W 8.942 10.548 12.072
C 10.389 11.928 15.630
C 10.663 11.540 17.116
O 11.507 10.299 17.043
P 11.771 9.651 18.508
S 10.248 8.829 19.389
S 10.305 12.774 11.761
O 12.835 8.517 18.120
C 12.422 7.522 17.128
C 13.484 6.408 17.040
H 9.938 12.942 15.689
H 9.770 11.260 15.074
H 11.315 12.020 15.107
H 9.796 11.525 17.761
H 11.316 12.297 17.577
H 12.349 8.062 16.154
H 11.432 7.253 17.451
H 14.306 6.742 16.473
H 12.953 5.527 16.670
H 13.848 6.026 18.073
S 6.244 7.344 10.092
C 6.865 8.434 8.936
C 7.651 9.399 9.408
C 7.857 9.230 10.835
C 7.126 8.104 11.314
C 7.094 7.509 12.645
C 5.858 7.286 13.183
C 5.644 6.891 14.500
C 6.845 6.593 15.153
C 8.072 6.767 14.527
N 8.219 7.304 13.340
H 6.690 8.211 7.918
H 8.023 10.299 8.875
H 4.979 7.401 12.527
H 4.654 6.799 14.961
H 6.922 6.203 16.165
H 8.959 6.692 15.148
C 11.029 10.176 8.508
C 12.177 9.562 9.375
C 12.931 10.695 9.983
C 13.091 8.682 8.465
Si 11.484 8.533 10.785
O 10.597 9.535 11.693
C 10.491 6.921 10.259
C 9.808 6.697 9.051
C 9.268 5.428 8.792
C 9.284 4.381 9.741
C 9.906 4.616 10.981
C 10.546 5.837 11.172
C 12.930 7.899 11.834
C 13.560 6.662 11.525
C 14.643 6.219 12.215
C 15.181 6.985 13.301
C 14.478 8.105 13.696
C 13.324 8.591 12.963
H 11.394 10.981 7.863
H 10.255 10.633 9.163
H 10.527 9.409 7.970
H 13.482 11.305 9.250
H 13.659 10.278 10.671
H 12.209 11.333 10.525
H 13.485 9.254 7.628
H 12.428 7.833 8.122
H 13.854 8.279 9.147
H 9.750 7.485 8.241
H 8.797 5.313 7.812
H 8.801 3.428 9.485
H 9.917 3.758 11.662
H 11.014 6.028 12.128
H 13.248 6.109 10.693
H 15.180 5.358 11.895
H 16.131 6.741 13.768
H 14.830 8.561 14.579
H 12.820 9.484 13.358
F 5.057 9.944 15.458
Te 6.676 9.126 16.368
F 7.833 11.803 11.127
F 8.113 8.215 17.272
F 5.566 8.208 17.574
F 6.579 10.602 17.594
O 8.417 10.075 13.627
```

Properties
HOMO-LUMO gap (alpha / beta) in hartree: 0.2198 / 0.2191
Largest force on an atom in eV/Å: 3.37
⟨S²⟩: 3.77
Total charge: -1
Multiplicity: 4

Results of the Mulliken charge analysis, in e, for atoms 1 through 5: 0.92, -0.61, -0.51, 0.06, 0.03

***

Record-wise ΔE to the lowest compared entry with this formula, charge and spin values, in kJ/mol: 428.4; 189.8